1.
{"formula": "C40H27CuF15GeN4OS5Si2", "method": "ωB97M-V/def2-TZVPD", "multiplicity": 2, "de_lowest_ev": 0.7250, "lumo_ev": [3.8, 3.8], "e_tot_ev": -261778.0526, "total_charge": -2, "elements": ["Cu", "C", "Si", "C", "C", "C", "C", "C", "C", "C", "C", "N", "Si", "C", "C", "C", "H", "H", "H", "H", "H", "H", "H", "H", "H", "H", "H", "H", "H", "H", "H", "H", "H", "H", "H", "H", "H", "H", "O", "C", "S", "C", "S", "C", "N", "N", "C", "C", "C", "C", "C", "C", "S", "H", "H", "H", "H", "H", "F", "C", "C", "C", "F", "C", "F", "C", "F", "C", "F", "Ge", "S", "C", "C", "F", "C", "F", "C", "F", "C", "F", "C", "F", "C", "C", "F", "C", "F", "C", "F", "C", "F", "C", "F", "S", "C", "N"], "xyz": [[1.3606, -1.4687, -1.0563], [2.0325, -3.1778, 3.5957], [1.2481, -2.8756, 1.9006], [1.8125, -4.3360, 0.8568], [-0.5954, -2.9245, 2.1797], [1.7795, -1.3412, 1.0451], [3.2047, -1.3969, 0.6291], [4.3741, -1.4109, 1.4059], [5.6029, -1.4019, 0.7727], [5.6735, -1.3765, -0.6192], [4.4937, -1.3744, -1.3355], [3.3117, -1.3977, -0.7127], [1.4728, 0.3033, 1.8516], [-0.3042, 0.7816, 1.5897], [1.8119, 0.3191, 3.7102], [2.6143, 1.5782, 1.1078], [1.7303, -4.1668, 3.9649], [1.7206, -2.4328, 4.3339], [3.1284, -3.1644, 3.5447], [1.4201, -5.2865, 1.2336], [2.9070, -4.3911, 0.8542], [1.4785, -4.2253, -0.1829], [-0.9132, -3.9265, 2.4928], [-1.1259, -2.6671, 1.2602], [-0.8912, -2.2131, 2.9617], [4.2937, -1.4082, 2.4864], [6.5154, -1.4013, 1.3598], [6.6245, -1.3549, -1.1354], [4.4587, -1.3442, -2.4181], [-0.9727, -0.0179, 1.9305], [-0.4658, 0.9269, 0.5156], [-0.5650, 1.7126, 2.1100], [1.1002, -0.3061, 4.2618], [1.7247, 1.3449, 4.0899], [2.8233, -0.0392, 3.9363], [2.6041, 1.5075, 0.0132], [3.6481, 1.4349, 1.4466], [2.3105, 2.5959, 1.3812], [2.5540, -1.6640, -3.7502], [1.7046, -2.0765, -3.0107], [0.1718, 6.5755, -0.0969], [0.9598, 5.2395, -0.7397], [0.0984, 3.9148, -1.4235], [1.5988, 3.0180, -1.7809], [2.6338, 3.7108, -1.3970], [2.2791, 4.9392, -0.8216], [3.3852, 5.6843, -0.3110], [3.3087, 7.0424, -0.0105], [4.4227, 7.7065, 0.4919], [5.6225, 7.0457, 0.6970], [5.7011, 5.6946, 0.3803], [4.6018, 5.0169, -0.1203], [1.5564, 1.4862, -2.4879], [2.3857, 7.5758, -0.1647], [4.3381, 8.7624, 0.7233], [6.4822, 7.5724, 1.0951], [6.6295, 5.1548, 0.5257], [4.6591, 3.9686, -0.3682], [-2.9591, -4.0072, 0.1053], [-3.7391, -3.9978, -0.9749], [-3.9943, -2.8162, -1.6595], [-4.7940, -2.9435, -2.7838], [-5.0857, -1.8976, -3.5729], [-5.3398, -4.1500, -3.1853], [-6.1160, -4.2241, -4.2751], [-5.0850, -5.2870, -2.4547], [-5.6205, -6.4546, -2.8208], [-4.2783, -5.2133, -1.3417], [-4.0271, -6.3208, -0.6366], [-2.9679, -1.1750, -1.1272], [-0.9538, -1.7449, -1.3336], [-3.7628, 0.3024, -2.1943], [-3.0230, 1.0860, -3.0653], [-1.7428, 0.8288, -3.2973], [-3.5787, 2.1625, -3.7356], [-2.8541, 2.8991, -4.5777], [-4.9077, 2.4701, -3.5378], [-5.4611, 3.4993, -4.1840], [-5.6754, 1.7049, -2.6836], [-6.9718, 1.9990, -2.5124], [-5.0933, 0.6401, -2.0318], [-5.8946, -0.0947, -1.2381], [-3.6554, -0.6128, 0.6747], [-3.4254, 0.6965, 1.0737], [-2.8628, 1.5770, 0.2378], [-3.7551, 1.1735, 2.3279], [-3.5123, 2.4393, 2.6726], [-4.3405, 0.3188, 3.2376], [-4.6500, 0.7495, 4.4623], [-4.6193, -0.9801, 2.8708], [-5.2303, -1.7954, 3.7411], [-4.2785, -1.4213, 1.6057], [-4.6193, -2.6886, 1.3141], [-0.8512, -5.3310, -3.1260], [0.1863, -4.1333, -3.2843], [0.9985, -3.3032, -3.4813]], "forces_ev_per_a": [[-0.2, 0.4, -0.3], [0.1, 0.0, 0.2], [0.0, -0.2, -0.1], [-0.1, -0.1, -0.2], [-0.2, 0.0, 0.1], [0.6, 0.1, -0.1], [0.1, 0.0, -0.1], [0.0, 0.0, 0.0], [-0.1, 0.0, 0.0], [0.0, 0.0, 0.0], [-0.2, 0.0, 0.1], [0.7, 0.0, 0.2], [-0.1, 0.0, -0.1], [-0.2, 0.1, 0.0], [0.0, 0.0, 0.2], [0.2, 0.1, -0.1], [0.0, 0.1, 0.0], [0.0, -0.1, -0.1], [-0.1, 0.0, 0.0], [0.0, 0.1, 0.0], [-0.1, 0.0, 0.0], [0.0, -0.1, 0.1], [0.0, 0.1, 0.0], [0.0, 0.0, 0.1], [0.0, -0.1, -0.1], [0.0, 0.0, -0.1], [0.0, 0.0, 0.0], [0.0, 0.0, 0.0], [0.0, 0.0, 0.0], [0.1, 0.1, 0.0], [0.0, 0.0, 0.1], [0.0, -0.1, -0.1], [0.1, 0.1, 0.0], [0.0, -0.1, 0.0], [-0.1, 0.0, 0.0], [0.0, 0.0, 0.2], [-0.1, 0.0, 0.0], [0.0, -0.1, 0.0], [-0.3, -0.1, 0.1], [0.3, 0.3, 0.3], [0.0, -0.1, 0.0], [0.2, -0.1, 0.0], [-0.1, -0.3, -0.1], [-0.2, 0.5, 0.3], [0.1, 0.2, 0.0], [0.2, -0.1, 0.0], [0.0, -0.1, 0.0], [0.0, 0.1, 0.0], [0.0, 0.0, 0.0], [0.0, 0.0, 0.0], [0.0, 0.0, 0.0], [-0.1, 0.0, 0.0], [0.1, -0.1, 0.0], [0.0, 0.0, 0.0], [0.0, 0.0, 0.0], [0.0, 0.0, 0.0], [0.0, 0.0, 0.0], [0.0, 0.0, 0.0], [0.2, -0.1, -0.1], [0.0, 0.1, 0.0], [0.2, 0.0, 0.0], [0.0, 0.0, 0.1], [0.0, 0.2, 0.0], [0.0, 0.1, 0.0], [0.0, 0.0, -0.1], [-0.1, -0.1, 0.0], [0.0, -0.1, 0.0], [0.1, -0.1, 0.1], [0.0, -0.1, 0.0], [-0.5, -0.1, 0.1], [-0.2, -0.2, -0.2], [0.2, -0.1, 0.0], [0.1, -0.1, 0.1], [0.0, 0.0, 0.0], [0.0, 0.1, -0.1], [0.0, 0.0, 0.0], [0.0, 0.1, 0.0], [0.0, 0.1, 0.0], [-0.1, 0.0, 0.0], [-0.1, 0.0, 0.0], [0.1, -0.1, -0.1], [0.0, -0.1, 0.1], [0.3, 0.1, -0.1], [0.0, 0.0, 0.0], [0.0, -0.1, -0.1], [0.0, 0.1, 0.0], [0.0, 0.0, 0.0], [0.0, 0.0, 0.0], [-0.1, 0.0, 0.1], [0.0, -0.1, 0.0], [0.0, 0.0, 0.0], [-0.1, -0.2, -0.1], [-0.1, 0.3, 0.2], [-0.2, -0.2, 0.1], [0.0, -0.1, -0.1], [-0.1, -0.1, -0.2]], "lowdin_spin": [0.571, 0.005, 0.014, 0.001, -0.001, 0.078, 0.012, 0.002, -0.002, 0.004, 0.008, 0.084, 0.010, 0.000, 0.005, 0.000, 0.001, 0.000, 0.000, 0.000, 0.000, 0.000, 0.000, 0.000, 0.000, 0.001, 0.000, 0.001, 0.000, 0.000, 0.000, 0.000, 0.000, 0.001, 0.000, 0.000, 0.000, 0.000, 0.009, 0.064, 0.000, 0.000, 0.000, 0.000, 0.000, 0.000, 0.000, 0.000, 0.000, 0.000, 0.000, 0.000, -0.001, 0.000, 0.000, 0.000, 0.000, 0.000, 0.001, 0.003, 0.009, 0.002, 0.000, 0.000, 0.000, 0.001, 0.000, 0.000, 0.000, 0.019, 0.062, 0.001, 0.000, 0.000, 0.000, 0.000, 0.000, 0.000, 0.000, 0.000, 0.000, 0.000, 0.000, 0.000, 0.000, 0.000, 0.000, 0.000, 0.000, 0.000, 0.000, 0.000, 0.000, 0.010, 0.010, 0.015]}

---

2.
{"formula": "H4O2", "method": "ωB97M-V/def2-TZVPD", "smiles": "O.O", "de_lowest_ev": 0.1262, "lumo_ev": 0.8, "e_tot_ev": -4159.8127, "elements": ["O", "H", "H", "O", "H", "H"], "xyz": [[-0.6777, 0.1410, -1.5551], [-1.6131, -0.0262, -1.6707], [-0.2911, -0.0578, -2.4079], [0.6066, -0.1805, 2.1268], [0.5201, -0.0899, 1.1778], [1.4552, 0.2135, 2.3291]], "forces_ev_per_a": [[0.2, 0.1, 0.2], [-0.3, 0.0, 0.0], [0.1, 0.0, -0.2], [-0.1, -0.1, 0.2], [-0.1, 0.0, -0.4], [0.2, 0.1, 0.1]], "lowdin_charge": [-0.049, 0.032, 0.030, -0.054, 0.015, 0.027]}

---

3.
{"formula": "C37H89NO15", "method": "ωB97M-V/def2-TZVPD", "smiles": "CC1(C)CCCC(C)(C)N1O.COCCOC.COCCOC.COCCOC.COCCOC.COCCOC.COCCOC.COCCOC", "de_lowest_ev": 0.0000, "lumo_ev": 0.6, "e_tot_ev": -72005.8475, "elements": ["C", "O", "C", "C", "O", "C", "H", "H", "H", "H", "H", "H", "H", "H", "H", "H", "C", "O", "C", "C", "O", "C", "H", "H", "H", "H", "H", "H", "H", "H", "H", "H", "C", "O", "C", "C", "O", "C", "H", "H", "H", "H", "H", "H", "H", "H", "H", "H", "C", "O", "C", "C", "O", "C", "H", "H", "H", "H", "H", "H", "H", "H", "H", "H", "C", "O", "C", "C", "O", "C", "H", "H", "H", "H", "H", "H", "H", "H", "H", "H", "C", "O", "C", "C", "O", "C", "H", "H", "H", "H", "H", "H", "H", "H", "H", "H", "C", "O", "C", "C", "O", "C", "H", "H", "H", "H", "H", "H", "H", "H", "H", "H", "C", "C", "C", "C", "C", "C", "N", "O", "C", "C", "C", "H", "H", "H", "H", "H", "H", "H", "H", "H", "H", "H", "H", "H", "H", "H", "H", "H", "H", "H"], "xyz": [[-9.0161, 4.0016, 3.5243], [-7.8893, 3.1635, 3.3952], [-7.5856, 2.8725, 2.0514], [-6.2872, 2.1133, 1.9838], [-5.2072, 2.9843, 2.2673], [-3.9876, 2.3179, 2.1859], [-9.9273, 3.5248, 3.1461], [-8.8660, 4.9674, 3.0268], [-9.1391, 4.2055, 4.5877], [-7.4503, 3.7982, 1.4782], [-8.3705, 2.2330, 1.6271], [-6.1691, 1.6997, 0.9695], [-6.2821, 1.2734, 2.6922], [-3.7393, 2.0659, 1.1432], [-3.8983, 1.4268, 2.8198], [-3.2000, 3.0032, 2.5142], [-0.8152, 0.2896, 4.5283], [0.5738, 0.3213, 4.1875], [1.3802, 1.0745, 5.0542], [1.5483, 2.5037, 4.6031], [0.3171, 3.1793, 4.6341], [0.4287, 4.5066, 4.1966], [-1.2474, 1.2872, 4.4710], [-0.9227, -0.0717, 5.5573], [-1.2846, -0.4193, 3.8521], [2.3703, 0.6080, 5.1076], [1.0090, 1.0264, 6.0867], [2.0125, 2.5191, 3.6053], [2.2725, 3.0098, 5.2659], [-0.5789, 4.9137, 4.0991], [0.9186, 4.5773, 3.2189], [0.9666, 5.1323, 4.9201], [-6.6089, -1.8533, 1.3335], [-5.3085, -2.3023, 1.0529], [-4.4072, -1.3140, 0.5975], [-4.5641, -0.9622, -0.8581], [-5.6663, -0.0954, -1.0339], [-5.9526, 0.1012, -2.4049], [-6.6088, -1.1129, 2.1441], [-7.2080, -2.7258, 1.5873], [-7.1041, -1.3850, 0.4758], [-3.3918, -1.6435, 0.8161], [-4.5739, -0.3972, 1.1893], [-4.7327, -1.9032, -1.4039], [-3.6706, -0.4742, -1.2727], [-6.8753, 0.6763, -2.4622], [-6.0694, -0.8492, -2.9281], [-5.1615, 0.7188, -2.8498], [0.1852, 2.1853, -8.5783], [1.5186, 1.8481, -8.2556], [2.3110, 2.9718, -8.0163], [1.9992, 3.7099, -6.7276], [2.1468, 2.8054, -5.6584], [1.5227, 3.2170, -4.4726], [-0.3066, 1.3009, -8.9765], [0.1339, 2.9932, -9.3163], [-0.3646, 2.4919, -7.6797], [2.2923, 3.6768, -8.8617], [3.3526, 2.6387, -7.9606], [0.9701, 4.0921, -6.7584], [2.7253, 4.5262, -6.6243], [2.0457, 4.0641, -4.0079], [1.4720, 2.3570, -3.8129], [0.5010, 3.5801, -4.6719], [8.1039, 0.6365, 1.7977], [7.0886, 0.0649, 2.5682], [5.9644, 0.9082, 2.7319], [4.7410, 0.1122, 3.0872], [4.6591, -0.3621, 4.4057], [5.5302, -1.4258, 4.6980], [7.7358, 0.9655, 0.8161], [8.8467, -0.1374, 1.5930], [8.6092, 1.4664, 2.3056], [5.7604, 1.4597, 1.8021], [6.1883, 1.6697, 3.4947], [4.6175, -0.6858, 2.3402], [3.8836, 0.7782, 2.9437], [5.3848, -1.7192, 5.7375], [6.5855, -1.1453, 4.6103], [5.3600, -2.2882, 4.0420], [3.5170, -4.3658, 2.3954], [2.4619, -5.2722, 2.2137], [1.5760, -5.2944, 3.3122], [0.4088, -6.1900, 2.9676], [-0.5210, -5.5476, 2.1014], [-1.5382, -4.8881, 2.8107], [4.2924, -4.6119, 1.6707], [3.9568, -4.4576, 3.3988], [3.2006, -3.3270, 2.2419], [1.2012, -4.2774, 3.5029], [2.1132, -5.6646, 4.1963], [-0.1114, -6.5737, 3.8526], [0.7644, -7.0572, 2.4056], [-2.2440, -5.6143, 3.2324], [-2.0901, -4.2026, 2.1684], [-1.1446, -4.2600, 3.6231], [0.4795, -2.0293, -4.8004], [1.6007, -1.5661, -4.1091], [2.8076, -2.2911, -4.2755], [3.3488, -2.4549, -5.6903], [3.9980, -1.3076, -6.1800], [3.0923, -0.2529, -6.5116], [-0.3337, -1.3160, -4.6387], [0.1068, -2.9855, -4.4033], [0.6207, -2.0928, -5.8823], [2.7601, -3.2697, -3.7722], [3.5407, -1.6993, -3.7206], [2.5736, -2.7695, -6.4009], [4.0865, -3.2581, -5.6232], [2.9449, 0.3509, -5.6190], [2.1720, -0.6114, -6.9698], [3.5998, 0.3714, -7.2464], [0.4093, -2.5844, 0.8500], [0.6102, -1.4118, -0.1119], [-0.4838, -1.5011, -1.1768], [-0.7607, -0.1865, -1.9089], [-0.9633, 0.9447, -0.9282], [0.1966, 1.0833, 0.0596], [0.4184, -0.1979, 0.6981], [1.4811, -0.0905, 1.6325], [1.4016, 1.7168, -0.6502], [-0.2823, 2.0780, 1.1246], [1.9994, -1.5486, -0.7113], [1.2630, -2.6708, 1.5278], [0.3631, -3.5405, 0.3171], [-0.4737, -2.5900, 1.4929], [-0.1568, -2.2230, -1.9321], [-1.3980, -1.9235, -0.7489], [-1.6250, -0.3515, -2.5616], [0.0771, -0.0104, -2.5931], [-1.8821, 0.7518, -0.3563], [-1.1298, 1.8937, -1.4431], [1.7071, 1.1774, -1.5471], [1.2425, 2.7713, -0.8721], [2.2749, 1.6502, 0.0107], [-0.9276, 1.5653, 1.8454], [0.5386, 2.4870, 1.7238], [-0.8288, 2.9348, 0.7277], [2.7458, -1.4250, 0.0743], [2.1431, -0.8054, -1.4954], [2.1819, -2.5244, -1.1645], [1.0231, -0.0255, 2.4878]], "forces_ev_per_a": [[0.2, 0.1, 0.3], [-0.1, 0.2, 0.0], [0.3, -0.2, 0.3], [0.2, 0.0, -0.2], [-0.5, -0.1, 0.2], [1.1, 0.4, -0.3], [0.0, 0.0, -0.1], [0.0, -0.1, -0.2], [0.0, -0.1, 0.0], [-0.3, 0.0, -0.1], [-0.1, 0.2, -0.2], [0.0, 0.0, 0.1], [-0.1, 0.1, 0.0], [-0.1, -0.3, 0.1], [-0.3, -0.1, -0.1], [-0.2, 0.0, 0.0], [0.5, 0.0, 0.3], [-0.5, -0.4, -0.1], [0.5, 0.1, 0.6], [0.5, 0.1, 0.3], [-0.1, -0.2, -0.2], [-0.3, 0.4, 0.0], [-0.1, 0.0, -0.2], [-0.1, 0.0, 0.0], [-0.1, 0.1, -0.1], [0.0, 0.0, -0.3], [-0.3, 0.1, -0.1], [-0.3, 0.0, -0.1], [-0.1, -0.1, 0.0], [0.0, -0.1, 0.0], [0.1, -0.1, 0.0], [0.1, -0.1, 0.0], [-0.5, 0.3, -0.2], [0.4, -0.4, -0.3], [-0.4, 0.8, 0.7], [0.0, -0.3, -0.3], [-0.3, -0.2, 0.0], [0.1, 0.6, 0.4], [0.0, -0.2, 0.1], [0.1, 0.0, 0.3], [0.2, 0.0, -0.1], [0.0, -0.2, -0.1], [0.1, 0.0, -0.1], [0.1, 0.1, -0.1], [0.1, -0.1, 0.2], [-0.1, -0.1, 0.0], [0.1, 0.0, -0.1], [0.0, -0.3, -0.2], [-0.1, -0.1, 0.4], [-0.3, -0.1, -0.4], [0.9, 0.3, 0.1], [0.0, -0.3, -0.1], [-0.1, -0.2, -0.2], [-0.4, 0.5, -0.1], [0.1, -0.1, -0.1], [0.1, 0.0, 0.0], [0.0, 0.1, -0.1], [-0.3, 0.0, 0.1], [-0.2, -0.2, 0.1], [0.1, 0.2, 0.1], [-0.2, 0.2, 0.0], [0.1, -0.2, 0.1], [0.1, 0.0, 0.2], [0.0, -0.2, 0.0], [0.5, -0.1, -0.4], [-0.3, -0.2, -0.1], [0.5, 0.4, 0.1], [-0.5, 0.2, -0.5], [-0.1, 0.1, 0.1], [0.6, -0.3, 0.2], [-0.1, 0.2, 0.2], [0.0, 0.0, 0.2], [-0.1, 0.1, 0.0], [0.0, -0.2, -0.1], [-0.1, -0.1, 0.1], [0.1, -0.2, 0.2], [0.0, -0.1, 0.1], [-0.3, 0.0, -0.1], [-0.1, 0.1, -0.2], [-0.1, 0.0, 0.0], [0.3, 0.0, 0.1], [-0.1, -0.1, -0.1], [-0.1, 0.1, -0.1], [-0.3, -0.3, -0.5], [0.1, 0.1, 0.0], [-0.2, 0.2, 0.4], [-0.1, 0.1, -0.1], [-0.1, 0.0, 0.0], [0.0, 0.0, 0.1], [0.1, -0.1, 0.2], [-0.1, 0.1, 0.1], [0.1, 0.2, 0.1], [0.2, 0.1, 0.1], [0.0, 0.1, 0.1], [0.1, -0.2, -0.3], [0.1, -0.2, 0.0], [-0.7, -0.1, 0.1], [0.2, 0.3, -0.1], [0.1, 0.1, 0.3], [-0.1, 0.0, 0.2], [-0.2, -0.2, -0.3], [1.0, 0.2, 0.2], [0.2, 0.1, 0.1], [0.3, -0.1, -0.2], [0.1, -0.1, 0.0], [-0.3, 0.0, -0.2], [0.0, -0.1, 0.0], [0.0, -0.1, 0.1], [0.1, 0.1, -0.2], [-0.6, 0.1, -0.1], [-0.2, -0.1, 0.2], [0.0, 0.0, 0.0], [0.5, -1.0, 0.3], [-0.6, -0.7, 0.7], [0.0, 0.1, -0.5], [0.2, -0.6, -0.2], [-0.5, -0.3, -0.1], [-0.4, 1.3, -0.5], [-0.4, -0.2, 0.0], [0.1, 0.1, -0.1], [0.9, -0.5, 0.3], [0.2, -0.1, 1.0], [0.4, 0.3, -0.3], [0.0, 0.1, -0.1], [0.1, 0.1, -0.1], [-0.2, 0.6, -0.3], [0.0, -0.1, 0.2], [0.0, 0.3, 0.2], [-0.1, 0.3, 0.1], [0.0, 0.2, 0.1], [0.1, 0.0, 0.0], [0.2, 0.1, 0.0], [-0.3, 0.2, -0.2], [-0.2, 0.0, -0.1], [-0.2, 0.1, 0.0], [-0.1, 0.0, -0.2], [0.1, -0.1, -0.2], [0.0, -0.1, -0.3], [0.0, 0.2, -0.1], [0.2, 0.0, 0.0], [-0.3, -0.1, 0.0], [0.2, 0.0, 0.1]], "lowdin_charge": [-0.117, -0.177, -0.216, -0.215, -0.161, -0.137, 0.086, 0.088, 0.087, 0.132, 0.129, 0.118, 0.122, 0.085, 0.088, 0.084, -0.066, -0.215, -0.189, -0.219, -0.188, -0.114, 0.079, 0.092, 0.089, 0.119, 0.133, 0.118, 0.134, 0.090, 0.086, 0.090, -0.106, -0.171, -0.193, -0.208, -0.212, -0.099, 0.081, 0.089, 0.083, 0.117, 0.107, 0.136, 0.107, 0.087, 0.089, 0.090, -0.098, -0.182, -0.227, -0.215, -0.190, -0.102, 0.089, 0.091, 0.086, 0.127, 0.124, 0.115, 0.132, 0.092, 0.075, 0.089, -0.123, -0.196, -0.209, -0.213, -0.177, -0.101, 0.089, 0.088, 0.089, 0.125, 0.137, 0.131, 0.114, 0.089, 0.083, 0.082, -0.119, -0.181, -0.214, -0.191, -0.187, -0.130, 0.092, 0.083, 0.072, 0.123, 0.128, 0.123, 0.131, 0.090, 0.077, 0.087, -0.122, -0.213, -0.195, -0.222, -0.175, -0.079, 0.083, 0.095, 0.074, 0.125, 0.131, 0.115, 0.126, 0.083, 0.086, 0.080, -0.030, -0.496, -0.116, -0.181, -0.140, -0.514, -0.069, -0.035, -0.023, -0.028, -0.017, 0.060, 0.098, 0.072, 0.112, 0.109, 0.102, 0.092, 0.105, 0.124, 0.056, 0.085, 0.083, 0.077, 0.068, 0.090, 0.077, 0.064, 0.090, 0.063]}